[1]
Computed, not measured: a molecular structure, C26H37NO7P2PdSSi at a distorted geometry, with ωB97M-V/def2-TZVPD.

Values from the calculation:
* expectation value of S²: 2.007
* molar mass: 704.103 g mol⁻¹
* LUMO energy (spin up / spin down): 0.225 / -1.122 eV
* total charge: 0
* ΔE to the lowest compared entry with this formula, charge and spin: 16.9 kcal per mole
* spin multiplicity: 3

```
76
Properties=species:S:1:pos:R:3:forces:R:3:mulliken_charge:R:1
Pd -0.5934 -0.0463 -0.7069 -0.6 0.5 0.9 -0.73
N -0.4984 -0.0916 -4.4839 -0.3 0.0 -0.1 -0.16
C -1.7770 0.3425 -3.7666 0.0 -0.1 0.0 0.67
C -2.8265 0.7638 -4.8007 0.2 -0.1 0.0 -1.87
P -2.4552 -1.1856 -2.8410 -0.4 0.4 0.3 0.77
O -1.2223 -2.1998 -3.1616 0.1 -0.4 0.0 -0.68
O -3.6728 -1.6060 -3.5468 0.0 0.0 0.1 -0.79
O -2.4581 -0.9477 -1.3348 0.4 -0.2 -0.7 -0.36
P -1.1988 1.8024 -2.7249 -0.3 0.2 -0.1 0.87
O -1.7732 3.0573 -3.5548 0.1 0.0 0.0 -0.57
O 0.2930 1.7460 -2.8598 0.1 0.1 0.0 -0.82
O -1.8386 1.8186 -1.3581 0.5 -0.3 -0.4 -0.66
H -0.3237 -1.0886 -4.3289 -0.1 -0.1 0.0 0.47
H 0.2643 0.4366 -4.0207 0.2 0.3 0.1 0.24
H -0.5429 0.1302 -5.4749 0.0 0.0 0.0 0.37
H -3.1383 -0.0913 -5.3989 0.0 0.0 0.0 0.47
H -2.4454 1.5707 -5.4290 0.0 0.0 0.0 0.53
H -3.7130 1.1290 -4.2871 0.0 0.0 0.0 0.38
H -0.8949 -2.6461 -2.3734 0.1 0.0 0.1 0.30
H -2.2480 3.6648 -2.9789 -0.1 0.0 0.1 0.32
C 3.8213 -1.1432 -3.9435 -0.1 0.0 0.0 -1.08
C 4.3996 -0.4157 -2.7308 0.1 0.0 0.0 -0.32
C 3.4655 0.5884 -2.0685 0.0 0.3 -0.2 -1.13
S 2.0707 -0.0432 -1.1444 -0.4 -0.4 -0.3 0.74
O 1.3018 -0.9876 -2.0771 0.1 0.3 0.4 -0.58
C 2.9483 -1.0910 0.0497 0.1 0.0 0.1 0.80
C 2.7034 -2.5773 -0.1755 0.0 -0.1 0.0 -0.80
C 1.3630 -3.0639 0.3664 0.0 0.0 0.1 -0.51
H 4.4993 -1.9327 -4.2694 0.0 0.0 0.0 0.38
H 3.6933 -0.4530 -4.7815 0.0 0.0 0.0 0.37
H 2.8532 -1.5927 -3.7210 0.1 0.0 0.0 0.09
H 5.2746 0.1599 -3.0435 0.1 -0.1 0.0 0.43
H 4.7679 -1.1393 -1.9998 -0.1 0.0 0.0 0.26
H 2.9943 1.2521 -2.7996 0.1 0.0 0.0 0.52
H 3.9901 1.2178 -1.3420 0.0 0.0 0.0 0.46
H 2.5932 -0.7659 1.0264 0.0 0.0 0.0 -1.04
H 4.0066 -0.8394 -0.0202 0.0 0.0 0.0 0.65
H 3.5142 -3.1117 0.3261 0.0 0.0 0.0 0.55
H 2.7817 -2.8073 -1.2392 0.0 0.0 0.0 0.17
H 1.3557 -3.0842 1.4587 0.0 0.0 0.0 0.21
H 1.1346 -4.0697 0.0123 0.0 0.0 0.0 0.46
H 0.5370 -2.4164 0.0635 0.0 0.0 -0.1 -0.27
C -3.6269 -2.9004 3.5095 0.0 0.0 0.0 -0.43
C -3.8555 -2.3885 2.2397 0.1 0.0 0.0 -0.76
C -3.0140 -1.4142 1.7149 0.0 -0.1 0.0 -0.64
C -1.9225 -0.9284 2.4466 -0.2 -0.4 0.1 0.99
C -1.7248 -1.4445 3.7360 -0.2 0.1 0.0 -0.13
C -2.5649 -2.4187 4.2617 0.0 0.1 0.0 -0.79
Si -0.8880 0.4403 1.7077 0.0 -0.3 -0.3 1.37
C -1.6794 2.0407 2.2606 -0.1 0.4 -0.1 0.39
C -2.2458 3.0338 1.4597 0.0 0.1 0.2 -0.33
C -2.8071 4.1732 2.0342 0.0 -0.1 0.0 -0.58
C -2.8121 4.3351 3.4110 0.0 0.0 0.0 -0.51
C -2.2550 3.3527 4.2220 0.0 0.0 0.0 -0.74
C -1.6952 2.2213 3.6492 0.0 0.1 0.0 -0.39
C 0.8158 0.4909 2.4804 0.4 0.0 0.1 0.87
C 1.4203 -0.5499 3.1963 0.1 0.1 0.0 -0.35
C 2.7098 -0.4260 3.7051 0.0 0.0 -0.1 -0.80
C 3.4380 0.7344 3.4792 0.0 0.0 0.0 -0.63
C 2.8662 1.7742 2.7539 -0.1 0.0 0.0 -0.74
C 1.5697 1.6546 2.2713 0.1 0.0 0.0 -0.58
H -4.2775 -3.6658 3.9152 0.0 0.0 0.0 0.38
H -4.6898 -2.7486 1.6497 0.0 0.0 0.0 0.43
H -3.2086 -1.0395 0.7166 0.0 0.0 0.1 0.17
H -0.9328 -1.0599 4.3650 0.1 0.0 0.0 0.36
H -2.3929 -2.7946 5.2636 0.0 0.0 0.0 0.40
H -2.2561 2.9147 0.3870 0.0 0.0 0.0 0.47
H -3.2446 4.9347 1.3989 0.0 0.0 0.0 0.42
H -3.2494 5.2212 3.8553 0.0 0.0 0.0 0.37
H -2.2577 3.4674 5.2994 0.0 0.0 0.0 0.41
H -1.2629 1.4648 4.2990 0.0 0.0 0.0 0.19
H 0.8897 -1.4792 3.3538 0.0 0.0 0.0 0.42
H 3.1478 -1.2412 4.2692 0.0 0.0 0.0 0.43
H 4.4442 0.8312 3.8687 0.0 0.0 0.0 0.39
H 3.4255 2.6862 2.5795 0.0 0.0 0.0 0.47
H 1.1307 2.4851 1.7252 0.0 0.0 0.0 0.38
```
Positions in Å, forces in eV/Å.

=====

[2]
Computed, not measured: a molecular structure, CH10IN2Pb at a distorted geometry, with ωB97M-V/def2-TZVPD.

Values from the calculation:
* molar mass: 384.209 g mol⁻¹
* LUMO energy (spin up / spin down): 2.980 / 2.969 eV
* total charge: -1
* ΔE to the lowest compared entry with this formula, charge and spin: 59.0 kcal per mole

```
15
Properties=species:S:1:pos:R:3:forces:R:3:mulliken_charge:R:1
C 1.5659 1.3125 0.0991 4.9 1.5 -3.0 -1.27
Pb 0.3875 -0.8085 0.3169 0.3 -0.7 0.2 -0.41
N -1.8286 -1.9171 0.0447 -0.5 -1.7 -1.0 -0.69
N -0.0649 0.2434 -2.3634 -0.7 -0.6 -1.4 -0.69
H -2.5493 -1.2392 0.2131 -0.3 0.0 0.4 0.29
H 2.2874 0.4210 -0.3114 -2.0 -0.1 0.0 0.10
H 1.7993 1.4323 1.0825 1.2 0.0 3.1 0.51
H 0.7840 1.9832 0.0696 -3.0 0.4 -1.1 0.45
H 2.3043 2.0088 -0.4592 -0.1 -0.1 0.8 0.32
H -1.0913 0.3938 -2.5261 1.5 0.1 0.2 0.23
H 0.2120 -0.5659 -2.9664 -0.2 1.1 0.7 0.27
H 0.4706 1.0794 -2.6594 -0.6 -0.8 0.3 0.22
H -1.8606 -2.2431 -0.9477 -0.1 0.1 1.5 0.26
H -1.8029 -2.6964 0.7344 -0.3 0.9 -1.0 0.26
I -0.7789 0.3803 3.1518 -0.1 -0.1 0.4 -0.84
```
Positions in Å, forces in eV/Å.

=====

[3]
Computed, not measured: a single C5H10O molecule, with ωB97M-V/def2-TZVPD.

Values from the calculation:
* molar mass: 86.134 g mol⁻¹
* LUMO energy: 0.921 eV
* SMILES: C[C@H]1CC[C@H]1O
* total charge: 0
* ΔE to the lowest compared entry with this formula, charge and spin: 23.0 kcal per mole

```
16
Properties=species:S:1:pos:R:3:forces:R:3:mulliken_charge:R:1
C 0.4054 1.3036 1.0697 0.0 0.1 0.0 -1.42
C 0.3059 -0.1609 0.6906 0.1 0.0 0.1 0.26
C -1.1348 -0.7043 0.5217 -0.1 -0.1 0.1 -0.58
C -0.9356 -0.7197 -1.0138 0.1 -0.1 -0.1 -0.85
C 0.5730 -0.4602 -0.8108 0.0 -0.4 0.2 0.03
O 1.0856 0.5651 -1.6293 0.3 0.1 0.1 -0.56
H 1.4340 1.6650 0.9615 -0.1 0.0 0.0 0.32
H -0.2276 1.9216 0.4238 0.1 -0.1 0.1 0.31
H 0.0933 1.4529 2.1091 0.0 0.0 -0.1 0.40
H 0.9407 -0.7715 1.3420 -0.1 0.1 0.0 0.32
H -1.2876 -1.7007 0.9463 0.1 0.1 0.0 0.26
H -1.9229 -0.0455 0.9048 0.1 -0.1 -0.1 0.30
H -1.2372 -1.6211 -1.5544 0.1 0.1 0.1 0.31
H -1.4124 0.1412 -1.4995 0.2 -0.1 0.1 0.24
H 1.2817 -1.3064 -0.8904 -0.8 -0.2 -0.1 0.32
H 2.0384 0.4409 -1.5714 0.0 0.4 -0.3 0.34
```
Positions in Å, forces in eV/Å.

=====

[4]
Computed, not measured: a single C3H4O2 molecule at a distorted geometry, with ωB97M-V/def2-TZVPD.

Values from the calculation:
* molar mass: 72.063 g mol⁻¹
* LUMO energy: 0.960 eV
* SMILES: C[C@]12O[C@H]1O2
* total charge: 0
* ΔE to the lowest compared entry with this formula, charge and spin: 104.8 kcal per mole

```
9
Properties=species:S:1:pos:R:3:forces:R:3:mulliken_charge:R:1
C -0.5950 0.4443 -0.0865 2.2 -1.2 -0.8 -1.03
C 0.7835 0.1757 0.5307 -0.9 -0.7 -0.1 0.93
O 2.0066 0.8605 0.3228 1.0 0.3 -1.8 -0.48
C 1.9426 -0.5576 0.5669 0.3 0.8 1.4 -0.19
O 1.1517 -0.2014 1.8734 -0.4 -1.6 -1.2 -0.50
H -1.1305 0.7947 0.7250 -1.6 1.2 1.2 0.31
H -1.1176 -0.3830 -0.5562 0.3 -0.8 0.7 0.29
H -0.5335 1.0801 -0.9503 0.4 1.1 0.2 0.33
H 2.7017 -1.3453 0.3383 -1.2 0.9 0.4 0.34
```
Positions in Å, forces in eV/Å.

=====

[5]
Computed, not measured: a single C20H16N2O3S molecule, with ωB97M-V/def2-TZVPD.

Values from the calculation:
* molar mass: 364.426 g mol⁻¹
* LUMO energy: -0.280 eV
* SMILES: COC(=O)c1ccccc1NC(=S)NC(=O)c1ccc2ccccc2c1
* total charge: 0
* ΔE to the lowest compared entry with this formula, charge and spin: 0.0 kcal per mole

```
42
Properties=species:S:1:pos:R:3:forces:R:3:mulliken_charge:R:1
C -4.4229 -3.2964 1.1145 0.2 -0.3 0.3 -0.67
O -4.7455 -2.0141 0.6008 -0.3 0.2 -0.2 -0.32
C -3.8568 -1.0480 0.8429 0.2 0.0 0.4 0.08
O -2.8766 -1.1922 1.5345 -0.3 0.0 0.0 -0.59
C -4.2802 0.2521 0.2527 0.0 0.2 0.0 1.06
C -5.6266 0.6001 0.2527 0.2 0.0 0.0 -0.63
C -6.0301 1.8596 -0.1490 0.0 0.1 0.0 -0.60
C -5.0849 2.7943 -0.5417 -0.1 0.0 0.1 -0.55
C -3.7457 2.4557 -0.5705 0.1 -0.2 0.1 -0.56
C -3.3338 1.1807 -0.1947 -0.7 -0.1 0.0 0.08
N -1.9749 0.8703 -0.2844 0.9 0.3 0.2 -0.05
C -1.4432 -0.2474 -0.7918 -0.4 0.0 -0.4 0.22
S -2.2629 -1.4738 -1.5288 -0.1 -0.4 -0.4 -0.43
N -0.0618 -0.3473 -0.7528 0.3 0.0 0.1 -0.14
C 0.8442 0.5965 -0.3449 -0.1 0.1 0.0 0.78
O 0.5110 1.6941 0.0743 0.1 0.0 0.1 -0.80
C 2.2634 0.1834 -0.4400 0.6 0.2 0.3 0.55
C 2.7254 -0.7642 -1.3805 0.1 -0.1 0.0 -0.71
C 4.0476 -1.0996 -1.4243 -0.2 -0.1 -0.1 -1.20
C 4.9790 -0.5215 -0.5348 -0.2 0.2 0.2 0.98
C 6.3470 -0.8603 -0.5540 0.2 0.0 0.1 -0.70
C 7.2223 -0.2714 0.3159 0.0 -0.2 -0.2 -0.51
C 6.7715 0.6826 1.2425 -0.2 0.2 0.2 -0.51
C 5.4513 1.0326 1.2871 0.2 0.0 0.1 -0.76
C 4.5224 0.4423 0.4035 0.1 -0.3 -0.3 0.71
C 3.1578 0.7807 0.4193 -0.4 -0.1 -0.2 -0.67
H -3.5603 -3.7026 0.5820 0.0 0.0 0.0 0.26
H -5.2976 -3.9204 0.9501 0.0 0.0 0.0 0.25
H -4.1847 -3.2316 2.1785 0.0 -0.1 -0.1 0.30
H -6.3497 -0.1265 0.5889 -0.1 -0.1 0.0 0.45
H -7.0780 2.1176 -0.1436 -0.1 0.0 0.0 0.40
H -5.3924 3.7864 -0.8363 0.0 0.1 0.0 0.38
H -3.0049 3.1719 -0.8942 0.1 0.0 -0.1 0.45
H -1.2910 1.5853 -0.0124 -0.2 -0.2 0.0 0.34
H 0.2816 -1.2405 -1.0823 -0.2 0.2 0.1 0.26
H 2.0443 -1.2006 -2.0970 0.0 -0.1 -0.1 0.43
H 4.4026 -1.8165 -2.1505 0.0 -0.1 -0.1 0.38
H 6.6909 -1.5940 -1.2689 0.0 -0.1 -0.1 0.39
H 8.2692 -0.5357 0.2965 0.1 0.0 0.0 0.39
H 7.4792 1.1366 1.9202 0.0 0.1 0.1 0.39
H 5.0969 1.7656 1.9970 0.0 0.1 0.1 0.41
H 2.7968 1.5159 1.1236 0.0 0.1 0.0 0.47
```
Positions in Å, forces in eV/Å.

=====

[6]
Computed, not measured: 2 unconnected molecules or ions with the total composition C12H19BO at a distorted geometry, with ωB97M-V/def2-TZVPD.

Values from the calculation:
* molar mass: 190.095 g mol⁻¹
* LUMO energy: -0.828 eV
* total charge: 0
* ΔE to the lowest compared entry with this formula, charge and spin: 132.1 kcal per mole

```
33
Properties=species:S:1:pos:R:3:forces:R:3:mulliken_charge:R:1
B 0.4178 -0.9408 0.0144 2.9 1.6 0.4 0.34
C -3.8085 -1.1440 0.7683 -0.6 0.5 1.2 -0.36
C -3.2868 -0.1377 -0.0131 0.7 -0.3 0.2 -0.54
C -2.9852 -2.0920 1.3281 -0.2 -2.4 0.1 -0.49
C -1.9481 -0.0530 -0.2070 3.2 -2.1 0.1 -0.61
C -1.6278 -2.1091 1.0826 1.6 1.8 -1.3 -0.50
C -1.0099 -1.0662 0.2948 -4.3 0.8 0.6 0.60
C 2.0477 -1.5918 -1.8548 0.0 0.7 -0.3 -1.49
C 2.8287 -1.7699 0.5148 4.0 1.7 -2.5 -1.59
C -0.4855 2.8575 0.8190 -3.1 -0.9 0.8 -1.01
C 1.4682 3.3152 -0.6973 -1.7 -0.6 3.9 -1.63
C 1.6647 -1.8192 -0.3641 -2.1 -1.3 -1.7 0.94
C 0.4309 2.2288 -0.2563 0.3 2.5 -0.8 0.78
O 1.1737 1.3164 0.3830 0.0 -5.2 -0.3 -0.77
H -4.8104 -1.0854 1.1885 -0.2 -0.2 -0.8 0.32
H -3.8143 0.6086 -0.5089 -1.5 1.1 -0.4 0.46
H -3.4491 -3.0132 1.7891 0.6 1.4 0.0 0.28
H -1.4755 0.7012 -0.8086 -0.4 0.4 -0.1 0.42
H -0.9226 -2.7925 1.5077 -0.2 -0.8 0.3 0.39
H 1.8634 -0.5606 -2.2098 0.3 -0.4 0.3 0.23
H 1.4515 -2.2284 -2.4557 -0.9 -0.5 -0.7 0.44
H 3.0689 -1.8856 -2.1542 -0.2 0.3 0.8 0.37
H 3.8049 -2.2927 0.1107 -2.1 0.8 0.3 0.36
H 3.1256 -0.7098 0.6147 -0.1 -0.5 0.5 0.26
H 2.6385 -2.2389 1.3787 -0.6 -1.2 3.6 0.48
H -1.5326 2.3357 0.7243 1.8 0.5 0.8 0.12
H -0.0615 2.7156 1.8641 -0.4 -0.3 -1.5 0.26
H -0.8532 3.8922 0.8504 0.8 0.3 -0.9 0.41
H 2.1554 2.8533 -1.2866 2.2 -1.1 -1.8 0.43
H 1.9204 3.6210 0.3050 -0.3 0.0 -1.6 0.28
H 0.9366 4.0697 -1.1705 -0.6 1.9 -0.9 0.48
H 1.1906 -2.8707 -0.3129 0.6 1.1 -0.1 0.17
H -0.1166 1.8864 -1.2383 0.6 0.5 1.6 0.16
```
Positions in Å, forces in eV/Å.